{
  "formula": "C16H36B3O21P",
  "method": "ωB97M-V with the def2-TZVPD basis set",
  "elements": ["O", "P", "O", "O", "C", "B", "O", "B", "O", "B", "O", "H", "H", "H", "H", "H", "H", "C", "O", "C", "O", "O", "C", "H", "H", "H", "H", "H", "H", "C", "O", "C", "O", "O", "C", "H", "H", "H", "H", "H", "H", "C", "O", "C", "O", "O", "C", "H", "H", "H", "H", "H", "H", "C", "O", "C", "O", "O", "C", "H", "H", "H", "H", "H", "H", "C", "O", "C", "O", "O", "C", "H", "H", "H", "H", "H", "H"],
  "xyz": [[1.79, 2.75, 2.96], [0.32, 2.71, 3.04], [-0.34, 4.13, 2.66], [-0.26, 2.41, 4.48], [-0.35, 1.50, 1.89], [0.88, 0.59, 1.54], [1.44, -0.24, 2.50], [2.81, -0.03, 2.57], [3.49, -0.14, 1.36], [2.90, 0.65, 0.39], [1.51, 0.67, 0.31], [0.34, 4.63, 2.19], [-1.02, 1.82, 4.50], [-0.74, 2.04, 1.03], [-1.17, 0.92, 2.31], [3.35, 0.30, 3.57], [3.58, 1.29, -0.34], [-2.84, 4.80, 0.86], [-4.21, 5.10, 0.58], [-5.07, 4.32, 1.22], [-4.78, 3.42, 1.97], [-6.31, 4.68, 0.90], [-7.34, 3.91, 1.53], [-2.26, 5.50, 0.27], [-2.62, 4.94, 1.92], [-2.60, 3.78, 0.57], [-7.28, 4.01, 2.61], [-7.26, 2.86, 1.26], [-8.27, 4.32, 1.17], [3.44, -3.10, -5.96], [3.37, -3.47, -4.58], [3.18, -2.45, -3.75], [3.08, -1.30, -4.07], [3.12, -2.93, -2.50], [2.92, -1.92, -1.51], [3.59, -4.02, -6.51], [2.52, -2.61, -6.28], [4.28, -2.43, -6.12], [1.98, -1.40, -1.67], [3.75, -1.21, -1.51], [2.89, -2.44, -0.56], [1.59, -0.59, -10.82], [1.51, -0.87, -9.42], [1.26, 0.20, -8.67], [1.11, 1.33, -9.07], [1.22, -0.18, -7.40], [0.96, 0.87, -6.46], [1.79, -1.55, -11.30], [0.64, -0.18, -11.18], [2.39, 0.11, -11.03], [0.00, 1.34, -6.66], [1.75, 1.62, -6.51], [0.96, 0.40, -5.48], [-5.10, 1.31, 3.94], [-5.57, 0.76, 5.18], [-6.76, 0.19, 5.11], [-7.45, 0.12, 4.13], [-7.08, -0.28, 6.32], [-8.36, -0.92, 6.38], [-4.13, 1.75, 4.15], [-5.00, 0.52, 3.20], [-5.78, 2.07, 3.58], [-8.39, -1.77, 5.71], [-9.15, -0.22, 6.12], [-8.47, -1.24, 7.41], [4.22, -3.11, 2.01], [4.54, -4.23, 2.85], [5.85, -4.44, 3.00], [6.73, -3.79, 2.49], [6.01, -5.49, 3.80], [7.38, -5.83, 4.05], [3.13, -3.07, 1.98], [4.63, -2.19, 2.41], [4.61, -3.27, 1.00], [7.90, -5.00, 4.53], [7.88, -6.08, 3.12], [7.35, -6.69, 4.71]],
  "multiplicity": 1,
  "smiles": "O=P(O)(O)CB1OBOBO1.COC(=O)OC.COC(=O)OC.COC(=O)OC.COC(=O)OC.COC(=O)OC",
  "total_energy_ha": -2627.61528,
  "relative_energy_kcal_mol": 0.0
}